Entry 1:
{"formula": "C4H10N", "method": "the ωB97M-V functional and the def2-TZVPD basis", "energy_ha": -212.73159, "largest_force_ev_per_a": 1.9, "orbital_gap_ev": 8.5, "charge": 1, "de_lowest_kcal_mol": 118.5, "spin_multiplicity": 1, "symbols": ["C", "N", "C", "C", "C", "H", "H", "H", "H", "H", "H", "H", "H", "H", "H"], "xyz": [[0.074, -0.287, 1.191], [-0.931, 0.035, 0.287], [-0.424, -0.067, -0.963], [1.107, -0.048, -0.935], [1.322, 0.334, 0.532], [0.147, -1.385, 1.259], [-0.211, 0.045, 2.184], [-4.991, 0.686, -0.218], [-5.290, 0.220, 0.316], [-0.914, -0.983, -1.357], [-0.924, 0.627, -1.659], [1.498, 0.760, -1.539], [1.579, -0.960, -1.249], [2.292, 0.068, 0.943], [1.193, 1.427, 0.583]], "atomic_forces_ev_per_a": [[0.6, 1.4, 1.0], [-1.0, -1.6, 0.1], [1.1, 0.9, -1.2], [-0.1, 0.6, 0.2], [0.1, 0.2, -0.2], [-0.2, -0.3, -0.3], [0.0, 0.0, 0.3], [-0.4, -0.6, 0.7], [0.4, 0.6, -0.7], [-0.5, -0.3, 0.1], [-0.2, 0.1, 0.0], [-0.1, -0.1, -0.5], [0.1, -0.6, 0.0], [-0.2, -0.2, 0.2], [0.3, -0.3, 0.3]]}

Entry 2:
{"formula": "C4H10N", "method": "the ωB97M-V functional and the def2-TZVPD basis", "energy_ha": -212.80907, "largest_force_ev_per_a": 1.4, "orbital_gap_ev": 7.5, "charge": 1, "de_lowest_kcal_mol": 69.8, "spin_multiplicity": 1, "symbols": ["C", "N", "H", "H", "H", "H", "C", "C", "C", "H", "H", "H", "H", "H", "H"], "xyz": [[-2.321, -0.648, -0.167], [-1.419, -0.019, -0.820], [-2.990, -1.304, -0.714], [-2.467, -0.478, 0.897], [-0.563, 0.397, -0.412], [-1.682, 0.312, -1.749], [1.550, 1.172, -0.237], [1.349, -0.283, 0.132], [0.887, -0.810, 1.258], [0.843, 1.814, 0.302], [1.371, 1.355, -1.296], [2.513, 1.598, 0.053], [1.415, -0.919, -0.752], [0.377, -1.767, 1.266], [1.138, -0.419, 2.239]], "atomic_forces_ev_per_a": [[0.1, 0.3, 0.0], [-0.7, 0.9, -0.1], [-0.5, 0.6, -0.1], [0.8, -0.8, 0.2], [-0.7, 0.1, 0.4], [0.7, -1.1, -0.5], [0.4, 0.5, 1.1], [-0.4, 0.2, -1.3], [0.5, -0.3, 0.6], [0.0, -0.1, 0.1], [0.3, -0.2, -0.1], [0.2, -0.2, -0.3], [-0.5, -0.2, 0.1], [0.7, -0.4, 0.0], [-0.8, 0.6, -0.1]]}

Entry 3:
{"formula": "C4H10N", "method": "the ωB97M-V functional and the def2-TZVPD basis", "energy_ha": -212.81199, "largest_force_ev_per_a": 2.7, "orbital_gap_ev": 5.6, "charge": 1, "de_lowest_kcal_mol": 68.0, "spin_multiplicity": 1, "symbols": ["C", "C", "H", "H", "H", "H", "C", "C", "N", "H", "H", "H", "H", "H", "H"], "xyz": [[-4.242, 3.780, 1.568], [-3.049, 3.922, 2.132], [-4.471, 4.198, 0.590], [-5.099, 3.232, 1.942], [-2.305, 4.685, 1.944], [-2.720, 3.200, 2.878], [1.449, -3.242, -0.814], [3.100, -1.900, -1.960], [2.507, -2.141, -0.849], [0.714, -2.956, -0.066], [2.018, -4.124, -0.560], [0.921, -3.219, -1.763], [2.574, -2.068, -2.889], [4.067, -1.424, -1.845], [3.016, -2.043, 0.024]], "atomic_forces_ev_per_a": [[-0.1, 0.4, -1.0], [0.0, -0.8, 0.7], [0.0, 0.8, 0.4], [0.6, -0.7, 0.2], [-0.1, -0.2, -0.9], [-0.4, 0.5, 0.6], [-0.2, 2.1, 0.4], [-0.1, 1.2, 1.6], [-0.2, -2.4, -1.2], [0.1, -0.3, 0.3], [-0.3, -0.4, -0.1], [0.3, -0.4, -0.2], [0.3, -0.3, -0.2], [0.0, 0.2, -0.7], [0.1, 0.5, 0.1]]}

Entry 4:
{"formula": "C4H10N", "method": "the ωB97M-V functional and the def2-TZVPD basis", "energy_ha": -212.68852, "largest_force_ev_per_a": 8.3, "orbital_gap_ev": [8.1, 9.6], "charge": 1, "de_lowest_kcal_mol": 145.5, "spin_multiplicity": 1, "symbols": ["C", "C", "C", "C", "N", "H", "H", "H", "H", "H", "H", "H", "H", "H", "H"], "xyz": [[-0.783, 1.001, 0.893], [-0.732, 1.198, -0.580], [-0.307, -0.153, 0.023], [2.356, -0.275, -0.298], [-0.974, -1.300, 0.059], [-0.092, 1.417, 1.635], [-1.822, 0.942, 1.216], [-1.620, 1.342, -1.117], [0.157, 1.716, -0.928], [2.594, 0.367, -1.230], [2.176, -1.347, -0.322], [2.800, 0.124, 0.638], [-1.422, -1.537, 1.024], [-0.462, -2.079, -0.444], [-1.869, -1.418, -0.568]], "atomic_forces_ev_per_a": [[0.3, -0.8, 0.4], [2.7, -0.9, 0.6], [2.8, 6.9, 0.3], [-0.5, 1.3, -0.2], [-5.2, -6.4, -1.0], [-0.3, 0.2, -0.6], [0.1, -0.3, 0.4], [-1.2, 0.0, -0.7], [-0.4, 0.1, -0.3], [-0.8, -1.5, 1.6], [0.4, 0.3, -0.4], [-0.6, -0.4, -0.7], [1.6, -0.2, -1.7], [-0.1, 0.4, 1.5], [1.2, 1.1, 0.9]]}

Entry 5:
{"formula": "C4H10N", "method": "the ωB97M-V functional and the def2-TZVPD basis", "energy_ha": -212.24098, "largest_force_ev_per_a": 2.0, "orbital_gap_ev": [9.4, 7.0], "charge": 2, "de_lowest_kcal_mol": 86.4, "spin_multiplicity": 2, "symbols": ["C", "C", "C", "C", "N", "H", "H", "H", "H", "H", "H", "H", "H", "H", "H"], "xyz": [[0.311, 0.065, 0.909], [-0.313, -0.606, -0.311], [0.804, -0.399, -1.302], [0.783, 0.581, -2.315], [-1.257, 0.223, 2.304], [1.176, -0.195, 1.517], [0.319, 1.136, 0.682], [-0.570, -1.657, -0.159], [-1.149, -0.012, -0.640], [1.519, -1.196, -1.442], [1.741, 0.812, -2.784], [-0.191, 0.992, -2.590], [-1.368, 0.085, 3.309], [-0.791, 1.121, 2.238], [-1.414, -0.592, 1.745]], "atomic_forces_ev_per_a": [[-0.3, 1.3, 0.8], [1.1, 0.0, 0.8], [-1.1, -0.7, -1.1], [0.2, -0.6, 0.8], [1.9, 0.3, 0.3], [-0.2, -0.8, -0.2], [0.0, 0.0, 0.6], [0.3, 0.0, -0.2], [-0.6, 0.1, 0.0], [0.6, -0.1, 0.3], [-0.3, 0.3, -0.3], [0.3, 0.3, -0.3], [0.7, -1.0, 0.1], [-1.3, 0.6, -1.1], [-1.3, 0.3, -0.6]]}

Entry 6:
{"formula": "C4H10N2", "method": "the ωB97M-V functional and the def2-TZVPD basis", "energy_ha": -267.82458, "largest_force_ev_per_a": 2.3, "orbital_gap_ev": [2.3, 8.9], "charge": -1, "de_lowest_kcal_mol": 13.4, "spin_multiplicity": 2, "symbols": ["C", "C", "C", "N", "C", "N", "H", "H", "H", "H", "H", "H", "H", "H", "H", "H"], "xyz": [[1.067, 1.725, 0.693], [0.246, 1.349, -0.532], [0.240, -0.148, -0.849], [-0.699, -0.800, 0.050], [-0.658, -2.185, 0.073], [-1.486, -2.945, 0.754], [2.075, 1.303, 0.741], [1.156, 2.808, 0.679], [0.457, 1.454, 1.562], [0.413, 1.928, -1.441], [-0.799, 1.653, -0.297], [0.042, -0.372, -1.909], [1.255, -0.495, -0.649], [-1.612, -0.372, 0.252], [0.085, -2.620, -0.613], [-1.783, -2.283, 1.485]], "atomic_forces_ev_per_a": [[-0.4, 0.4, -0.4], [-1.3, -0.2, -0.3], [0.0, 0.9, 0.4], [1.1, -1.7, -0.1], [-1.5, -0.1, 0.3], [1.9, 1.3, 0.0], [-0.2, -0.2, -0.1], [0.1, 0.2, 0.3], [0.5, -0.1, 0.1], [0.8, 0.0, 0.1], [0.2, -0.2, -0.1], [-0.2, 0.2, 0.1], [0.1, -0.5, 0.1], [0.0, 0.3, 0.0], [-0.2, 0.0, -0.1], [-1.0, -0.4, -0.2]]}

Entry 7:
{"formula": "C4H10N2", "method": "the ωB97M-V functional and the def2-TZVPD basis", "energy_ha": -267.73930, "largest_force_ev_per_a": 5.1, "orbital_gap_ev": [3.6, 6.1], "charge": -1, "de_lowest_kcal_mol": 66.9, "spin_multiplicity": 2, "symbols": ["C", "C", "N", "H", "H", "H", "H", "H", "C", "C", "N", "H", "H", "H", "H", "H"], "xyz": [[-1.816, 1.581, -0.269], [-2.173, 0.296, -0.550], [-1.648, -0.811, 0.106], [-2.424, 2.544, -0.675], [-1.007, 1.826, 0.313], [-3.001, -0.093, -1.300], [-0.638, -0.787, 0.551], [-1.545, -1.522, -0.591], [1.352, -0.670, 1.342], [1.520, 0.009, 0.161], [2.562, -0.256, -0.689], [0.907, -1.760, 1.156], [0.913, -0.142, 2.203], [1.164, 1.080, 0.175], [3.165, 0.358, -1.189], [2.772, -1.330, -0.667]], "atomic_forces_ev_per_a": [[-4.0, 0.9, -2.9], [-0.7, 0.5, -0.2], [2.0, -0.4, 0.3], [1.4, -2.7, 0.7], [1.7, 0.2, 1.5], [1.5, 1.6, 1.5], [-2.0, 0.9, -0.6], [-0.2, -0.8, -0.2], [-1.7, -3.2, 1.3], [-0.8, 3.7, 0.1], [0.8, -4.6, -1.3], [1.0, 1.5, 1.0], [-0.2, -0.4, -0.4], [0.8, -0.8, -0.3], [0.2, 0.5, -0.2], [0.1, 3.2, -0.2]]}

Entry 8:
{"formula": "C4H10N2", "method": "the ωB97M-V functional and the def2-TZVPD basis", "energy_ha": -267.76736, "largest_force_ev_per_a": 0.6, "orbital_gap_ev": [8.2, 8.2], "charge": 0, "de_lowest_kcal_mol": 99.1, "spin_multiplicity": 1, "symbols": ["C", "C", "C", "C", "N", "N", "H", "H", "H", "H", "H", "H", "H", "H", "H", "H"], "xyz": [[0.359, -0.215, 0.010], [-0.975, -0.516, 0.565], [1.314, -1.336, -0.290], [0.884, 1.165, 0.248], [-1.654, 0.045, -0.716], [-2.149, 1.222, -0.728], [-0.617, -0.067, -1.272], [-2.381, 1.508, 0.231], [-1.222, -1.571, 0.668], [-1.310, 0.046, 1.437], [1.850, -1.658, 0.616], [0.120, 1.915, -0.016], [1.141, 1.346, 1.300], [0.797, -2.215, -0.683], [2.069, -1.033, -1.018], [1.774, 1.363, -0.352]], "atomic_forces_ev_per_a": [[-0.5, 0.1, -0.4], [0.0, 0.2, -0.1], [0.0, -0.1, 0.1], [0.0, 0.0, 0.1], [-0.2, 0.3, 0.4], [0.3, -0.4, 0.1], [0.5, -0.1, 0.0], [0.0, -0.1, 0.0], [0.0, 0.0, 0.0], [0.0, 0.0, -0.1], [0.0, 0.0, -0.1], [0.0, 0.0, 0.0], [0.0, 0.0, -0.1], [0.0, 0.1, 0.0], [0.0, 0.0, 0.0], [0.0, 0.0, 0.0]]}

> charge of number 5 (C4H10N)?

+2

Copy entry 4 word for word.
{"formula": "C4H10N", "method": "the ωB97M-V functional and the def2-TZVPD basis", "energy_ha": -212.68852, "largest_force_ev_per_a": 8.3, "orbital_gap_ev": [8.1, 9.6], "charge": 1, "de_lowest_kcal_mol": 145.5, "spin_multiplicity": 1, "symbols": ["C", "C", "C", "C", "N", "H", "H", "H", "H", "H", "H", "H", "H", "H", "H"], "xyz": [[-0.783, 1.001, 0.893], [-0.732, 1.198, -0.580], [-0.307, -0.153, 0.023], [2.356, -0.275, -0.298], [-0.974, -1.300, 0.059], [-0.092, 1.417, 1.635], [-1.822, 0.942, 1.216], [-1.620, 1.342, -1.117], [0.157, 1.716, -0.928], [2.594, 0.367, -1.230], [2.176, -1.347, -0.322], [2.800, 0.124, 0.638], [-1.422, -1.537, 1.024], [-0.462, -2.079, -0.444], [-1.869, -1.418, -0.568]], "atomic_forces_ev_per_a": [[0.3, -0.8, 0.4], [2.7, -0.9, 0.6], [2.8, 6.9, 0.3], [-0.5, 1.3, -0.2], [-5.2, -6.4, -1.0], [-0.3, 0.2, -0.6], [0.1, -0.3, 0.4], [-1.2, 0.0, -0.7], [-0.4, 0.1, -0.3], [-0.8, -1.5, 1.6], [0.4, 0.3, -0.4], [-0.6, -0.4, -0.7], [1.6, -0.2, -1.7], [-0.1, 0.4, 1.5], [1.2, 1.1, 0.9]]}

Repeat the first record exactly.
{"formula": "C4H10N", "method": "the ωB97M-V functional and the def2-TZVPD basis", "energy_ha": -212.73159, "largest_force_ev_per_a": 1.9, "orbital_gap_ev": 8.5, "charge": 1, "de_lowest_kcal_mol": 118.5, "spin_multiplicity": 1, "symbols": ["C", "N", "C", "C", "C", "H", "H", "H", "H", "H", "H", "H", "H", "H", "H"], "xyz": [[0.074, -0.287, 1.191], [-0.931, 0.035, 0.287], [-0.424, -0.067, -0.963], [1.107, -0.048, -0.935], [1.322, 0.334, 0.532], [0.147, -1.385, 1.259], [-0.211, 0.045, 2.184], [-4.991, 0.686, -0.218], [-5.290, 0.220, 0.316], [-0.914, -0.983, -1.357], [-0.924, 0.627, -1.659], [1.498, 0.760, -1.539], [1.579, -0.960, -1.249], [2.292, 0.068, 0.943], [1.193, 1.427, 0.583]], "atomic_forces_ev_per_a": [[0.6, 1.4, 1.0], [-1.0, -1.6, 0.1], [1.1, 0.9, -1.2], [-0.1, 0.6, 0.2], [0.1, 0.2, -0.2], [-0.2, -0.3, -0.3], [0.0, 0.0, 0.3], [-0.4, -0.6, 0.7], [0.4, 0.6, -0.7], [-0.5, -0.3, 0.1], [-0.2, 0.1, 0.0], [-0.1, -0.1, -0.5], [0.1, -0.6, 0.0], [-0.2, -0.2, 0.2], [0.3, -0.3, 0.3]]}